# 1
A 13-piece molecular cluster, C18H62N6O13 overall, computed with ωB97M-V/def2-TZVPD.

Computed properties:
- electronic energy (eV) = -55224.9208
- relative energy (zero: lowest compared OMol25 entry of this formula, charge and spin) (eV) = 0.000

Each line ends with the Löwdin charge.
Atoms and positions in Å:
C 28.705 13.484 7.453  -0.07
C 28.539 14.635 8.496  -0.27
O 28.282 13.986 9.768  -0.13
H 29.111 13.891 6.550  0.05
H 27.789 12.950 7.227  0.03
H 29.496 12.740 7.757  0.10
H 27.737 15.379 8.195  0.08
H 29.491 15.193 8.645  0.11
H 27.890 14.651 10.370  0.10
C 27.702 16.716 -0.805  -0.05
C 28.111 17.453 0.533  -0.27
O 27.037 17.433 1.469  -0.09
H 27.567 15.690 -0.568  0.04
H 28.433 16.885 -1.566  0.06
H 26.739 17.056 -1.201  0.08
H 28.255 18.521 0.358  0.10
H 29.046 17.122 0.897  0.08
H 27.330 17.779 2.310  0.01
C 26.801 8.867 6.820  -0.06
C 26.228 10.346 6.828  -0.30
O 26.206 10.927 5.531  -0.11
H 26.991 8.482 7.826  0.06
H 27.673 8.791 6.190  0.06
H 26.033 8.197 6.401  0.07
H 26.840 10.945 7.551  0.09
H 25.168 10.396 7.164  0.10
H 26.048 11.883 5.620  0.01
C 23.038 15.398 9.759  -0.07
C 22.334 16.767 9.947  -0.33
O 21.568 17.092 8.836  -0.06
H 22.307 14.533 9.895  0.10
H 23.792 15.322 10.453  0.03
H 23.507 15.240 8.748  0.07
H 23.123 17.507 10.123  0.09
H 21.771 16.727 10.832  0.09
H 21.099 17.917 8.996  0.09
C 23.537 14.812 0.598  -0.05
C 25.062 14.826 0.795  -0.32
O 25.584 13.615 0.377  -0.05
H 23.133 14.043 1.234  0.06
H 23.222 14.642 -0.365  0.04
H 23.075 15.715 1.002  0.06
H 25.309 15.039 1.869  0.10
H 25.458 15.613 0.261  0.05
H 25.771 13.102 1.125  -0.02
C 22.955 16.264 4.211  -0.57
O 21.665 16.405 3.650  -0.17
N 23.215 15.797 5.444  0.16
N 24.054 16.616 3.598  0.15
H 22.452 15.434 6.099  0.15
H 24.141 15.622 5.741  0.03
H 24.019 17.278 2.827  0.12
H 25.016 16.231 3.818  0.04
C 26.281 14.893 5.243  -0.57
O 26.419 13.517 5.142  -0.10
N 26.437 15.718 4.241  0.16
N 25.993 15.459 6.338  0.18
H 26.902 15.257 3.444  0.09
H 26.562 16.747 4.334  0.10
H 25.719 14.744 7.056  0.08
H 25.880 16.469 6.511  0.09
C 25.224 12.601 9.161  -0.55
O 25.537 13.638 8.246  -0.15
N 24.072 12.034 9.309  0.18
N 26.095 12.086 10.001  0.16
H 23.500 12.242 8.478  0.05
H 23.885 11.208 9.883  0.14
H 27.009 12.555 9.954  0.08
H 26.087 11.137 10.366  0.13
C 29.184 14.878 3.203  -0.16
O 28.229 14.545 2.249  -0.12
H 28.866 14.492 4.118  0.04
H 29.296 15.952 3.337  0.08
H 30.145 14.525 2.915  0.08
H 28.658 14.280 1.403  0.12
C 23.333 12.516 6.008  -0.12
O 22.558 12.412 7.209  -0.12
H 22.966 13.222 5.237  0.09
H 23.537 11.484 5.587  0.10
H 24.297 12.887 6.257  0.03
H 21.755 12.024 6.898  0.09
C 25.911 17.494 8.748  -0.18
O 25.031 17.636 7.699  -0.12
H 27.022 17.633 8.576  0.10
H 25.764 16.616 9.333  0.05
H 25.530 18.198 9.546  0.10
H 24.304 18.160 7.971  0.08
C 26.959 18.943 5.286  -0.11
O 27.105 18.453 3.955  -0.17
H 27.537 18.388 6.045  0.09
H 25.884 18.955 5.573  0.09
H 27.365 19.966 5.313  0.09
H 26.609 19.082 3.415  0.11
C 24.672 11.926 2.683  -0.15
O 26.059 12.029 2.506  -0.11
H 24.423 11.262 3.531  0.07
H 24.128 11.653 1.782  0.09
H 24.266 12.910 2.966  0.07
H 26.368 12.505 3.273  0.04

# 2
A 16-piece molecular cluster, C18H65F3N28O17 overall, computed with ωB97M-V/def2-TZVPD.

Computed properties:
- electronic energy (eV) = -104415.6935
- relative energy (zero: lowest compared OMol25 entry of this formula, charge and spin) (eV) = 1.045

Each line ends with the Löwdin charge.
Atoms and positions in Å:
O 18.235 1.282 13.355  0.24
H 17.871 1.524 12.491  0.16
H 17.651 1.438 14.168  0.11
H 19.145 1.642 13.471  0.13
C 16.015 1.130 16.682  -0.37
O 16.116 1.965 17.809  -0.12
O 17.030 1.498 15.771  -0.25
C 15.627 -0.378 16.912  -0.51
F 14.299 -0.570 17.027  0.14
F 16.086 -1.068 15.870  0.12
F 16.158 -1.035 17.968  0.11
C 14.975 2.203 18.593  -0.23
C 15.406 2.608 20.035  -0.06
H 15.968 1.834 20.548  0.05
H 15.888 3.573 20.213  0.05
H 14.504 2.844 20.616  0.06
H 14.326 1.339 18.761  0.10
H 14.337 2.993 18.186  0.10
H 15.222 1.578 16.066  0.14
C 16.007 3.094 24.395  -0.63
O 17.219 2.866 24.256  -0.02
N 15.280 4.021 23.750  0.18
N 15.165 2.286 25.104  0.17
H 15.531 4.577 22.951  0.07
H 14.310 4.049 24.036  0.05
H 14.216 2.152 24.813  0.08
H 15.616 1.652 25.743  0.11
C 14.210 5.939 17.464  -0.68
O 13.184 5.740 16.834  0.03
N 15.098 6.927 17.178  0.16
N 14.701 5.219 18.532  0.15
H 15.872 7.041 17.810  0.07
H 14.929 7.541 16.401  0.11
H 15.576 5.376 18.999  0.04
H 13.983 4.624 18.915  0.08
C 15.394 -5.066 15.080  -0.68
O 15.438 -6.271 14.867  0.03
N 16.457 -4.434 15.686  0.14
N 14.484 -4.219 14.541  0.17
H 17.238 -5.045 15.856  0.10
H 16.154 -3.830 16.438  0.06
H 14.643 -3.243 14.364  0.06
H 13.644 -4.671 14.220  0.11
C 15.659 4.919 14.498  -0.71
O 15.581 6.046 14.016  0.01
N 16.512 4.532 15.465  0.17
N 14.912 3.898 14.018  0.16
H 17.232 5.131 15.829  0.10
H 16.613 3.530 15.564  0.05
H 14.831 2.960 14.369  0.08
H 14.110 4.204 13.488  0.11
C 18.126 -3.724 19.416  -0.69
O 18.925 -4.574 19.800  0.02
N 16.914 -3.503 19.954  0.17
N 18.368 -2.913 18.355  0.15
H 16.167 -3.002 19.515  0.03
H 16.626 -3.972 20.794  0.11
H 19.289 -2.983 17.962  0.10
H 17.631 -2.338 17.990  0.05
C 19.029 3.664 19.004  -0.67
O 19.959 4.022 19.716  0.02
N 18.164 4.483 18.325  0.16
N 18.589 2.381 18.946  0.17
H 18.146 5.433 18.669  0.06
H 17.370 4.182 17.789  0.06
H 19.076 1.690 19.502  0.08
H 17.782 2.208 18.357  0.05
C 14.705 -1.204 21.994  -0.66
O 13.632 -1.743 22.247  0.00
N 15.089 -0.871 20.734  0.18
N 15.593 -0.781 22.933  0.17
H 15.910 -0.327 20.534  0.09
H 14.815 -1.529 20.023  0.07
H 15.480 -1.007 23.905  0.11
H 16.491 -0.399 22.642  0.04
C 13.211 -3.424 18.831  -0.66
O 14.275 -4.018 18.642  0.01
N 12.649 -3.314 20.050  0.17
N 12.361 -2.862 17.898  0.17
H 13.219 -3.621 20.821  0.10
H 11.816 -2.791 20.250  0.05
H 11.462 -2.643 18.287  0.07
H 12.599 -2.733 16.932  0.09
C 11.793 3.016 23.765  -0.68
O 12.442 4.043 24.000  -0.01
N 11.522 2.628 22.519  0.18
N 11.478 2.100 24.710  0.17
H 11.284 1.697 22.218  0.08
H 11.943 3.183 21.790  0.10
H 11.010 1.225 24.560  0.11
H 11.550 2.433 25.659  0.11
C 10.589 -0.556 19.803  -0.68
O 10.188 -1.661 20.194  0.00
N 10.115 0.136 18.762  0.18
N 11.663 0.005 20.416  0.17
H 10.526 1.018 18.520  0.10
H 9.371 -0.248 18.207  0.12
H 12.012 0.871 20.042  0.08
H 12.276 -0.550 21.002  0.07
C 15.637 -1.305 12.422  -0.69
O 14.516 -1.194 12.921  0.01
N 15.737 -1.335 11.073  0.15
N 16.829 -1.510 13.026  0.17
H 14.959 -1.289 10.445  0.11
H 16.694 -1.266 10.771  0.09
H 16.824 -1.447 14.024  0.07
H 17.673 -1.783 12.560  0.11
C 16.708 6.467 21.006  -0.64
O 17.069 6.356 19.832  -0.02
N 17.226 5.667 21.971  0.18
N 15.835 7.354 21.503  0.18
H 17.853 4.922 21.715  0.10
H 17.021 5.910 22.922  0.10
H 15.482 8.154 21.004  0.12
H 15.565 7.414 22.469  0.11
C 18.840 1.066 22.024  -0.68
O 19.750 0.542 21.360  0.01
N 18.448 2.351 21.949  0.18
N 18.218 0.352 22.965  0.13
H 18.831 3.008 21.284  0.06
H 17.825 2.808 22.615  0.05
H 18.643 -0.526 23.212  0.13
H 17.618 0.887 23.582  0.08
C 20.908 0.781 15.562  -0.64
O 20.690 1.617 14.673  -0.01
N 20.087 0.648 16.626  0.17
N 21.881 -0.162 15.563  0.17
H 19.238 1.205 16.618  0.07
H 19.906 -0.236 17.069  0.10
H 22.530 -0.204 14.798  0.11
H 21.705 -0.915 16.200  0.10